Entry 1:
Computed, not measured: C32H29ClN6O6S4SiSn as an isolated structure, with ωB97M-V/def2-TZVPD.

Geometry as XYZ:
```
80
Properties=species:S:1:pos:R:3:forces:R:3
Sn -0.638 0.163 -0.766 -0.4 0.3 0.3
N 1.158 -0.399 -2.264 0.1 -0.5 -0.5
N 0.658 -1.100 -3.366 0.1 -0.3 0.0
C -0.699 -0.869 -3.684 0.3 0.1 -0.3
O -1.087 -1.215 -4.793 -0.1 -0.1 0.0
O -1.383 -0.324 -2.751 -0.4 0.1 0.3
H 1.578 0.506 -2.473 -0.1 -0.1 0.1
H 1.750 -0.971 -1.681 0.2 -0.1 0.1
H 1.242 -1.143 -4.188 0.0 0.0 0.1
S 4.882 0.834 5.174 0.0 0.0 0.0
C 5.703 2.336 5.095 0.0 0.0 0.0
C 5.449 2.981 3.926 0.0 0.0 0.0
C 4.576 2.253 3.075 -0.1 0.1 0.0
C 4.175 1.065 3.612 0.0 0.0 0.0
C 3.280 0.061 3.027 0.0 0.0 0.0
C 2.932 0.129 1.658 -0.1 0.0 -0.1
N 2.148 -0.734 1.061 -0.1 0.0 -0.1
C 1.607 -1.734 1.786 0.0 0.0 0.0
C 1.891 -1.900 3.149 0.0 0.0 0.0
C 1.302 -2.987 3.876 0.0 0.0 0.0
C 0.476 -3.857 3.262 0.0 0.0 0.0
C 0.158 -3.719 1.869 0.0 0.0 0.0
C -0.706 -4.606 1.212 -0.1 0.0 -0.1
C -1.006 -4.435 -0.124 0.0 0.0 0.0
C -0.399 -3.318 -0.766 -0.1 -0.2 0.0
N 0.407 -2.470 -0.174 -0.1 0.0 -0.1
C 0.706 -2.660 1.132 0.1 0.1 0.1
C -1.986 -5.256 -0.815 0.0 0.2 0.3
C -2.055 -6.595 -0.810 0.1 0.0 -0.1
C -3.096 -7.115 -1.670 0.0 0.0 0.1
C -3.705 -6.237 -2.479 0.0 0.0 0.0
S -3.170 -4.560 -2.421 -0.2 0.3 -0.4
C 2.750 -0.974 3.756 0.0 0.0 0.0
H 6.320 2.656 5.918 0.0 0.0 0.0
H 5.858 3.947 3.671 0.0 0.0 0.0
H 4.244 2.623 2.115 0.0 0.0 -0.1
H 3.319 0.928 1.037 0.1 0.0 0.0
H 1.528 -3.084 4.931 0.0 0.0 0.0
H 0.023 -4.673 3.813 0.0 0.0 0.0
H -1.171 -5.412 1.771 0.0 0.0 0.0
H -0.621 -3.124 -1.813 0.0 0.0 0.1
H -1.350 -7.267 -0.320 0.0 0.0 0.0
H -3.341 -8.170 -1.714 0.0 0.0 0.0
H -4.490 -6.473 -3.180 0.0 0.0 0.0
H 2.973 -1.079 4.812 0.0 0.0 0.0
S -2.195 5.169 -2.343 0.0 0.0 0.0
C -0.765 5.462 -1.510 0.0 0.0 0.0
N -0.358 4.646 -0.493 0.0 -0.1 -0.1
C 0.749 4.838 0.262 -0.1 0.0 0.0
C 1.559 5.910 0.041 -0.1 0.0 0.0
C 1.222 6.770 -1.023 0.1 0.0 0.1
C 0.108 6.555 -1.776 -0.1 0.0 0.0
H -0.923 3.816 -0.303 0.0 0.2 0.2
H 0.921 4.101 1.032 0.0 -0.1 0.0
H 2.445 6.061 0.636 0.0 -0.1 0.0
H 1.862 7.617 -1.245 0.0 0.0 0.0
H -0.161 7.204 -2.596 0.0 0.0 0.0
C -5.972 -2.873 -1.864 0.0 0.0 0.0
Si -4.444 -3.396 -0.930 0.0 -0.4 -0.1
C -4.108 -4.116 -4.058 0.1 0.0 0.1
C -4.969 -4.615 0.382 0.0 0.0 -0.1
C -3.410 -2.064 -0.418 -0.1 0.0 0.2
C -2.631 -1.131 -0.259 0.4 -0.1 -0.2
H -6.540 -3.734 -2.220 0.0 0.0 0.0
H -5.730 -2.228 -2.706 0.0 0.0 0.0
H -6.601 -2.302 -1.178 0.0 0.0 0.0
H -5.174 -4.342 -4.072 -0.1 0.0 0.0
H -3.599 -4.665 -4.852 0.0 0.0 0.0
H -3.941 -3.049 -4.213 0.0 0.0 0.0
H -5.536 -5.437 -0.059 0.0 0.0 0.0
H -5.604 -4.106 1.111 0.0 0.1 0.0
H -4.110 -5.026 0.906 0.1 0.0 0.0
S 4.081 3.374 -0.557 0.2 -0.1 -0.1
C 2.748 2.547 -1.083 0.0 0.3 0.4
N 1.759 1.998 -1.368 0.2 0.5 -0.1
O -2.447 2.073 3.301 0.0 0.0 0.0
Cl -1.276 2.148 2.471 0.0 0.0 -0.2
O -0.425 3.226 2.922 0.1 0.0 0.0
O -1.672 2.409 1.088 0.0 0.1 0.2
O -0.550 0.899 2.522 0.0 0.0 0.0
```
Forces are in eV/Å.

E_HOMO: -2.798 eV
E_tot: -4573.3220 Eh
charge: -2
frontier orbital gap: 0.2328 Eh
molar mass: 904.138 Da
LUMO energy: 3.54 eV

---

Entry 2:
Computed, not measured: a 2-piece molecular cluster, C32H29N2S overall, with ωB97M-V/def2-TZVPD.

Geometry as XYZ:
```
64
Properties=species:S:1:pos:R:3:forces:R:3
C -0.302 -0.427 2.921 -0.3 -0.4 1.9
C -1.722 -0.508 3.145 -0.7 0.2 -0.4
C -2.554 0.559 2.735 -0.1 0.2 0.4
C -3.889 0.613 3.120 0.1 0.0 -0.1
C -4.435 -0.394 3.927 0.4 0.1 -0.2
C -3.628 -1.457 4.346 0.1 -0.1 -0.2
C -2.304 -1.543 3.923 0.0 0.2 0.1
C 0.605 -1.558 3.024 1.5 0.2 0.1
C 1.925 -1.051 3.309 -0.7 -1.3 0.3
C 2.948 -1.889 3.720 -0.2 0.7 -0.5
C 2.706 -3.268 3.777 -0.6 -0.3 -0.3
C 1.436 -3.784 3.464 0.4 0.3 0.1
C 0.381 -2.930 3.104 0.0 -0.1 -0.1
C 1.835 0.397 3.411 -0.6 1.5 0.5
C 0.458 0.779 3.216 1.4 0.3 -0.1
C 0.079 2.098 3.501 0.2 -0.4 0.1
C 1.058 3.020 3.900 0.1 0.0 -0.1
C 2.396 2.639 4.062 -0.4 0.0 -0.1
C 2.780 1.302 3.881 -0.5 -0.8 -0.6
H -2.119 1.350 2.125 -0.3 -0.3 0.0
H -4.505 1.457 2.798 0.2 -0.4 0.1
H -5.480 -0.354 4.225 0.2 0.1 0.0
H -4.027 -2.226 5.012 0.1 0.3 -0.3
H -1.682 -2.359 4.277 -0.2 0.2 0.1
H 3.912 -1.446 3.985 -0.3 -0.4 0.0
H 3.514 -3.943 4.059 -0.3 0.2 0.0
H 1.263 -4.858 3.522 0.0 0.3 0.0
H -0.615 -3.331 2.928 0.4 -0.1 -0.2
H -0.968 2.382 3.468 0.3 0.1 0.0
H 0.764 4.048 4.119 0.1 -0.3 -0.1
H 3.147 3.375 4.346 -0.3 -0.2 0.0
H 3.789 0.943 4.080 -0.2 0.3 0.0
C 1.646 1.614 0.345 0.1 0.2 0.6
C 1.617 0.642 -0.800 0.0 -0.2 -0.2
C 2.770 0.960 -1.751 0.0 -0.1 -0.1
C 0.223 0.648 -1.430 0.3 0.1 0.4
C 0.249 -0.087 -2.745 0.3 -0.4 -0.4
C -1.115 -0.153 -3.385 -0.1 0.1 0.1
N -2.110 -0.428 -2.351 -0.2 0.2 -0.5
C -3.405 -0.830 -2.684 0.1 -0.2 0.0
C -4.192 -1.040 -1.551 -0.6 -0.3 -0.7
C -5.501 -1.494 -1.693 0.2 0.0 -0.2
C -5.996 -1.748 -2.986 0.2 0.1 0.2
C -5.193 -1.539 -4.119 0.0 0.0 0.5
C -3.880 -1.078 -3.975 -0.1 0.0 0.2
S -3.300 -0.707 -0.086 0.0 -0.1 0.0
C -1.853 -0.297 -1.008 1.3 0.2 0.3
N -0.738 0.073 -0.445 -1.1 0.2 -1.1
H 1.588 2.654 0.004 0.1 -0.1 -0.1
H 0.806 1.436 1.012 0.1 0.1 -0.2
H 2.569 1.486 0.912 0.0 0.2 0.1
H 1.769 -0.384 -0.419 -0.1 0.2 0.0
H 2.667 1.962 -2.190 0.0 -0.2 0.1
H 3.702 0.939 -1.174 -0.1 0.1 -0.2
H 2.869 0.229 -2.560 0.0 0.1 0.1
H -0.059 1.704 -1.629 0.0 -0.3 0.1
H 0.937 0.408 -3.440 -0.2 -0.1 0.1
H 0.637 -1.105 -2.572 -0.1 0.2 -0.1
H -1.361 0.792 -3.898 0.0 -0.3 0.2
H -1.138 -0.961 -4.122 -0.1 0.1 0.1
H -6.095 -1.646 -0.793 -0.1 -0.1 -0.4
H -7.016 -2.118 -3.107 0.3 0.2 0.1
H -5.595 -1.739 -5.115 0.2 0.1 0.4
H -3.223 -0.924 -4.832 -0.3 0.0 0.2
```
Forces are in eV/Å.

E_HOMO: -9.893 eV
E_tot: -1744.2694 Eh
charge: +1
frontier orbital gap: 0.1547 Eh
molar mass: 473.665 Da
LUMO energy: -5.68 eV

---

Entry 3:
Computed, not measured: a 5-piece molecular cluster, C32H30BClFNO9 overall, with ωB97M-V/def2-TZVPD.

Geometry as XYZ:
```
75
Properties=species:S:1:pos:R:3:forces:R:3
C 1.718 -0.109 1.365 -0.2 -0.4 0.2
C 0.934 -1.126 2.179 0.1 0.3 0.5
C 1.282 -2.558 1.905 0.8 0.1 0.6
N 0.079 -0.779 3.065 -0.7 -0.6 -1.3
B -0.903 0.220 2.754 0.4 0.7 0.4
C -2.325 -0.221 2.240 0.2 -0.3 0.6
C -2.664 -1.715 2.369 0.2 0.3 -0.3
C -2.704 -2.501 1.068 -0.1 -0.6 0.5
Cl -3.575 -1.688 -0.263 0.0 0.0 -0.1
C -0.656 1.816 2.903 -0.1 -0.6 0.6
C -0.738 2.466 1.575 -0.1 -0.6 -0.9
O -0.882 1.933 0.519 0.2 0.2 0.3
F -0.635 3.816 1.575 -0.1 0.3 0.5
H 2.726 -0.491 1.205 0.0 0.0 -0.2
H 1.268 0.086 0.392 0.0 0.1 0.0
H 1.810 0.788 1.967 -0.1 0.3 -0.3
H 1.083 -2.760 0.852 -0.2 -0.1 0.0
H 2.362 -2.689 2.023 0.0 -0.1 0.0
H 0.765 -3.243 2.570 -0.2 0.0 -0.1
H -3.050 0.344 2.836 -0.1 0.2 -0.1
H -2.421 0.151 1.219 -0.2 0.0 -0.1
H -1.899 -2.188 2.987 0.0 -0.1 0.0
H -3.594 -1.839 2.912 -0.2 0.0 -0.2
H -3.249 -3.428 1.239 0.0 0.0 0.0
H -1.713 -2.802 0.733 0.1 0.4 -0.3
H 0.299 2.022 3.388 0.1 0.3 -0.1
H -1.433 2.214 3.562 0.0 0.3 -0.1
C 3.942 3.929 -2.221 0.0 0.0 0.0
C 4.035 3.266 -1.072 0.0 0.0 0.0
C 2.967 3.376 -0.051 -0.2 0.1 0.1
O 3.015 2.794 1.012 0.3 -0.2 0.0
C 1.804 4.242 -0.347 0.0 0.1 -0.1
C 1.709 4.907 -1.495 0.0 0.0 0.0
C 2.773 4.799 -2.522 0.0 0.0 0.0
O 2.699 5.397 -3.577 0.0 0.0 0.0
H 4.704 3.871 -2.988 0.0 0.0 0.0
H 4.876 2.628 -0.830 0.0 0.0 0.0
H 1.060 4.287 0.435 0.0 0.1 -0.1
H 0.868 5.545 -1.734 0.0 0.0 0.0
C 0.037 5.099 -8.587 0.0 0.0 0.0
C 1.118 4.424 -8.967 0.0 0.0 0.0
C 2.187 4.075 -7.997 0.0 0.0 0.0
O 3.173 3.460 -8.346 0.0 0.0 0.0
C 2.003 4.505 -6.589 0.0 0.0 0.0
C 0.922 5.179 -6.207 0.0 0.0 0.0
C -0.147 5.529 -7.176 0.0 0.0 0.0
O -1.134 6.142 -6.833 0.0 0.0 0.0
H -0.755 5.366 -9.275 0.0 0.0 0.0
H 1.273 4.100 -9.988 0.0 0.0 0.0
H 2.793 4.244 -5.897 0.0 0.0 0.0
H 0.775 5.502 -5.186 0.0 0.0 0.0
C -5.534 -2.588 6.207 0.0 0.0 0.0
C -6.213 -3.070 7.243 0.0 0.0 0.0
C -5.517 -3.691 8.400 0.0 0.0 0.0
O -6.136 -4.131 9.343 0.0 0.0 0.0
C -4.034 -3.750 8.355 0.0 0.0 0.0
C -3.355 -3.268 7.318 0.0 0.0 0.0
C -4.051 -2.648 6.164 0.0 0.0 0.0
O -3.431 -2.207 5.219 -0.1 0.0 0.2
H -6.020 -2.133 5.353 0.0 0.0 0.0
H -7.294 -3.037 7.297 0.0 0.0 0.0
H -3.548 -4.205 9.208 0.0 0.0 0.0
H -2.274 -3.301 7.263 0.0 0.0 0.0
C 1.741 -4.445 -3.942 0.0 0.0 0.0
C 1.889 -3.320 -3.246 0.0 0.0 0.0
C 2.562 -3.318 -1.924 0.0 0.0 0.0
O 2.694 -2.293 -1.287 0.0 0.0 0.0
C 3.063 -4.615 -1.405 0.0 0.0 0.0
C 2.915 -5.739 -2.099 0.0 0.0 0.0
C 2.242 -5.743 -3.424 0.0 0.0 0.0
O 2.109 -6.767 -4.057 0.0 0.0 0.0
H 1.253 -4.471 -4.908 0.0 0.0 0.0
H 1.532 -2.363 -3.604 0.0 0.0 0.0
H 3.550 -4.587 -0.438 0.0 0.0 0.0
H 3.271 -6.696 -1.741 0.0 0.0 0.0
```
Forces are in eV/Å.

E_HOMO: -8.597 eV
E_tot: -2554.0915 Eh
charge: 0
frontier orbital gap: 0.2536 Eh
molar mass: 637.853 Da
LUMO energy: -1.69 eV
SMILES string: CC(C)=NB(CCCCl)CC(=O)F.O=C1C=CC(=O)C=C1.O=C1C=CC(=O)C=C1.O=C1C=CC(=O)C=C1.O=C1C=CC(=O)C=C1